The following is a DFT calculation (ωB97M-V with the def2-TZVPD basis set) of a structure of composition C25H23I2N3O2SZn.

Computed properties:
HOMO-LUMO gap: 7.39 eV
E_tot: -110320.238 eV
Strongest force on any atom: 0.149 eV/A
Highest occupied orbital energy: -7.5 eV

CARTESIAN COORDINATES (ANGSTROEM)
Zn1 -0.1641 -0.7007 -1.4962
I1 0.1057 4.4991 -1.4162
C1 1.6041 3.0601 -1.3253
C2 2.9156 3.4693 -1.0361
C3 3.9503 2.5744 -0.9754
I2 5.8632 3.2793 -0.5253
C4 3.7048 1.1983 -1.2137
C5 4.6888 0.1831 -1.2151
C6 4.3365 -1.1134 -1.4605
C7 2.9826 -1.4197 -1.6796
N1 2.0466 -0.5039 -1.6791
C8 2.3789 0.7950 -1.4781
C9 1.2680 1.7276 -1.5535
O1 0.0895 1.2945 -1.8034
H1 3.1041 4.5197 -0.8598
H2 5.7209 0.4481 -1.0275
H3 5.0753 -1.9019 -1.4774
H4 2.6646 -2.4395 -1.8488
C10 -3.1944 0.4473 -1.6118
N2 -2.2575 -0.6519 -1.7745
C11 -2.6801 -1.8276 -2.0580
C12 -1.7585 -2.9125 -2.1722
C13 -1.9735 -4.2632 -2.4210
C14 -0.7112 -4.8685 -2.3687
C15 0.1954 -3.8499 -2.0885
N3 -0.4251 -2.6601 -1.9676
C16 -3.2865 0.8687 -0.1639
C17 -2.4341 1.8459 0.3342
C18 -2.5068 2.2285 1.6653
C19 -3.4246 1.6263 2.5152
C20 -4.2704 0.6397 2.0266
C21 -4.2020 0.2676 0.6918
H5 -4.1837 0.1542 -1.9814
H6 -2.8413 1.2884 -2.2103
H7 -3.7442 -2.0204 -2.2153
H8 -2.9237 -4.7343 -2.6187
H9 -0.4768 -5.9100 -2.5169
H10 1.2628 -3.9478 -1.9646
H11 -1.7124 2.3009 -0.3317
H12 -1.8488 3.0075 2.0335
H13 -3.4883 1.9290 3.5533
H14 -4.9918 0.1695 2.6827
H15 -4.8711 -0.4960 0.3103
O2 -0.0680 -0.5566 0.5773
S1 1.1818 -0.7519 1.4169
C22 0.5234 -1.1818 3.0369
C23 -0.0600 0.1155 3.5767
C24 1.0372 1.1569 3.3614
C25 1.6092 0.9371 1.9552
H16 1.3605 -1.5453 3.6391
H17 -0.1879 -1.9900 2.8757
H18 -0.3402 0.0217 4.6259
H19 -0.9534 0.3709 3.0058
H20 1.8257 1.0147 4.1037
H21 0.6671 2.1759 3.4696
H22 2.6876 1.0753 1.8836
H23 1.1299 1.5569 1.1956